[1]
{
  "formula": "C26H29N5O",
  "method": "ωB97M-V with the def2-TZVPD basis set",
  "elements": ["C", "C", "N", "N", "C", "C", "C", "C", "N", "N", "C", "O", "C", "C", "C", "C", "C", "C", "C", "C", "C", "C", "N", "C", "C", "C", "C", "C", "C", "C", "C", "C", "H", "H", "H", "H", "H", "H", "H", "H", "H", "H", "H", "H", "H", "H", "H", "H", "H", "H", "H", "H", "H", "H", "H", "H", "H", "H", "H", "H", "H"],
  "positions_angstrom": [[5.045, 3.186, -1.792], [4.674, 2.893, -0.340], [4.792, 1.492, -0.040], [5.970, 1.004, 0.369], [5.810, -0.294, 0.521], [6.921, -1.169, 0.978], [4.476, -0.665, 0.202], [3.929, -1.987, 0.250], [2.691, -2.211, 0.053], [2.231, -3.472, 0.096], [0.932, -3.833, -0.149], [0.654, -5.014, -0.246], [-0.054, -2.737, -0.284], [-1.086, -2.914, -1.221], [-2.057, -1.959, -1.412], [-2.001, -0.809, -0.632], [-0.985, -0.630, 0.343], [-0.007, -1.605, 0.511], [-1.238, 0.624, 0.976], [-0.436, 1.231, 2.080], [-2.358, 1.144, 0.386], [-3.067, 2.420, 0.674], [-2.811, 0.289, -0.598], [-4.008, 0.487, -1.370], [-5.261, 0.217, -0.568], [-5.311, -0.856, 0.312], [-6.457, -1.106, 1.045], [-7.566, -0.290, 0.902], [-7.524, 0.780, 0.024], [-6.376, 1.033, -0.705], [3.856, 0.531, -0.162], [2.467, 0.794, -0.607], [6.063, 2.857, -1.984], [4.977, 4.252, -1.986], [4.378, 2.663, -2.474], [3.650, 3.214, -0.133], [5.359, 3.421, 0.327], [7.139, -1.931, 0.230], [6.657, -1.668, 1.909], [7.809, -0.564, 1.138], [4.633, -2.801, 0.467], [2.892, -4.245, 0.218], [-1.098, -3.828, -1.795], [-2.841, -2.114, -2.139], [0.759, -1.489, 1.260], [0.495, 0.685, 2.206], [-0.203, 2.274, 1.868], [-0.983, 1.193, 3.023], [-2.599, 2.917, 1.519], [-4.113, 2.232, 0.915], [-3.032, 3.091, -0.185], [-3.973, -0.193, -2.227], [-4.029, 1.511, -1.756], [-4.447, -1.495, 0.427], [-6.484, -1.942, 1.728], [-8.461, -0.485, 1.474], [-8.386, 1.421, -0.091], [-6.345, 1.872, -1.387], [1.944, -0.152, -0.705], [1.936, 1.409, 0.120], [2.456, 1.316, -1.564]],
  "nbo_charge": [-0.612, -0.210, -0.162, -0.289, 0.172, -0.645, -0.233, 0.071, -0.254, -0.442, 0.671, -0.606, -0.193, -0.162, -0.282, 0.229, -0.113, -0.141, -0.089, -0.632, 0.192, -0.657, -0.370, -0.247, 0.049, -0.240, -0.197, -0.215, -0.207, -0.237, 0.223, -0.662, 0.221, 0.213, 0.206, 0.204, 0.224, 0.218, 0.218, 0.237, 0.156, 0.373, 0.230, 0.214, 0.225, 0.219, 0.213, 0.219, 0.232, 0.232, 0.217, 0.225, 0.210, 0.225, 0.216, 0.215, 0.214, 0.207, 0.270, 0.222, 0.219],
  "e_lumo_ev": 0.62,
  "smiles": "CCn1nc(C)c(/C=N/NC(=O)c2ccc3c(c2)c(C)c(C)n3Cc2ccccc2)c1C",
  "gap_ev": 8.30,
  "total_charge": 0,
  "relative_energy_kj_mol": 48.6
}


[2]
{
  "formula": "BH22O9",
  "method": "ωB97M-V with the def2-TZVPD basis set",
  "elements": ["B", "H", "H", "H", "H", "O", "H", "H", "O", "H", "H", "O", "H", "H", "O", "H", "H", "O", "H", "H", "O", "H", "H", "O", "H", "H", "O", "H", "H", "O", "H", "H"],
  "positions_angstrom": [[18.466, 0.824, -5.442], [17.534, 1.144, -4.758], [18.067, 0.527, -6.583], [19.270, 1.741, -5.449], [18.979, -0.140, -4.887], [15.781, -0.862, -7.506], [16.477, -0.213, -7.361], [15.001, -0.657, -7.031], [14.359, 2.501, -5.298], [14.697, 1.630, -5.001], [13.421, 2.384, -5.533], [19.619, 1.613, -2.450], [18.814, 1.555, -1.973], [19.437, 1.657, -3.421], [19.214, -2.398, -6.768], [19.836, -2.517, -6.077], [18.890, -1.544, -6.581], [20.268, -1.281, -2.496], [20.233, -0.535, -3.087], [20.952, -1.148, -1.836], [16.333, 3.338, -3.066], [16.664, 2.806, -2.360], [16.577, 2.790, -3.770], [17.722, 1.687, -9.852], [18.429, 1.295, -9.325], [17.614, 2.604, -9.478], [16.804, -1.912, -3.932], [17.360, -1.182, -4.117], [15.909, -1.563, -4.181], [17.680, 3.662, -7.522], [18.196, 4.340, -7.121], [17.810, 2.930, -6.882]],
  "nbo_charge": [-0.760, -0.075, -0.065, -0.041, -0.051, -0.957, 0.498, 0.456, -0.937, 0.473, 0.464, -0.977, 0.463, 0.512, -0.945, 0.459, 0.485, -0.958, 0.495, 0.461, -0.926, 0.449, 0.476, -0.967, 0.473, 0.491, -0.940, 0.488, 0.451, -0.964, 0.464, 0.503],
  "e_lumo_ev": 2.69,
  "gap_ev": 9.93,
  "total_charge": -1,
  "relative_energy_kj_mol": 86.3
}


[3]
{
  "formula": "C21H27BIKN12O3",
  "method": "ωB97M-V with the def2-TZVPD basis set",
  "elements": ["K", "N", "C", "N", "N", "N", "N", "C", "N", "N", "N", "N", "H", "O", "C", "C", "C", "C", "C", "C", "N", "H", "H", "H", "H", "H", "H", "H", "H", "H", "H", "H", "I", "C", "C", "N", "N", "C", "H", "H", "H", "C", "C", "C", "C", "C", "C", "C", "C", "O", "B", "O", "C", "C", "H", "H", "H", "H", "H", "H", "H", "H", "H", "H", "H", "H"],
  "positions_angstrom": [[2.188, -1.389, 1.380], [5.735, -1.261, 3.722], [5.332, -2.563, 3.571], [5.947, -3.556, 4.242], [5.286, -4.653, 3.918], [4.351, -4.307, 3.097], [4.320, -3.002, 2.832], [5.491, -0.209, 2.836], [6.121, 0.950, 2.966], [5.612, 1.692, 1.960], [4.739, 1.007, 1.301], [4.633, -0.239, 1.830], [6.555, -1.144, 4.290], [0.489, -2.693, -1.137], [-0.729, -2.637, -1.036], [-1.637, -3.194, -2.119], [-2.288, -2.083, -2.971], [-2.401, -0.732, -2.267], [-3.210, -0.729, -0.975], [-2.778, -1.805, 0.035], [-1.364, -2.105, 0.031], [-2.408, -3.810, -1.653], [-1.024, -3.848, -2.737], [-3.272, -2.422, -3.313], [-1.686, -1.941, -3.872], [-2.829, -0.002, -2.961], [-1.396, -0.370, -2.037], [-4.276, -0.872, -1.188], [-3.110, 0.259, -0.521], [-3.347, -2.726, -0.130], [-3.017, -1.469, 1.046], [-0.797, -1.513, 0.660], [-0.305, -8.323, 0.124], [0.867, -6.816, 0.884], [2.025, -6.942, 1.639], [2.478, -5.722, 1.932], [1.658, -4.794, 1.388], [0.685, -5.439, 0.753], [2.535, -7.832, 1.972], [3.628, -5.002, 2.652], [-0.082, -4.900, 0.220], [-1.683, 4.651, -3.235], [-1.879, 5.253, -1.845], [-3.354, 5.651, -1.701], [-1.011, 6.514, -1.746], [-1.502, 4.273, -0.731], [-1.584, 4.690, 0.599], [-1.262, 3.853, 1.669], [-0.850, 2.573, 1.370], [-0.498, 1.566, 2.205], [-0.181, 0.403, 1.408], [-0.356, 0.858, 0.030], [-0.766, 2.143, 0.056], [-1.083, 2.965, -1.005], [-1.927, 5.397, -3.996], [-2.331, 3.788, -3.391], [-0.652, 4.332, -3.394], [-3.655, 6.312, -2.518], [-3.532, 6.174, -0.761], [-3.995, 4.767, -1.714], [-1.303, 7.237, -2.513], [0.044, 6.270, -1.884], [-1.113, 6.994, -0.774], [-1.912, 5.698, 0.823], [-1.334, 4.192, 2.694], [-0.999, 2.584, -2.012]],
  "nbo_charge": [0.891, -0.602, 0.431, -0.375, -0.074, -0.157, -0.351, 0.399, -0.432, -0.155, -0.165, -0.474, 0.404, -0.643, 0.687, -0.510, -0.388, -0.413, -0.412, -0.223, -0.670, 0.207, 0.232, 0.185, 0.204, 0.199, 0.231, 0.183, 0.217, 0.179, 0.216, 0.417, 0.058, -0.356, -0.111, -0.385, -0.326, -0.110, 0.189, 0.441, 0.196, -0.604, -0.073, -0.594, -0.594, -0.036, -0.241, -0.254, 0.227, -0.697, 0.298, -0.731, 0.310, -0.295, 0.196, 0.209, 0.215, 0.189, 0.205, 0.211, 0.189, 0.216, 0.206, 0.190, 0.211, 0.214],
  "e_lumo_ev": 3.65,
  "gap_ev": 5.75,
  "total_charge": -2,
  "relative_energy_kj_mol": 55.2
}